12 unconnected molecules or ions with the total composition C42H102O30P6. Source: the OMol25 dataset; level of theory: the ωB97M-V functional and the def2-TZVPD basis.

SMILES ... COP(=O)(OC)OC.COP(=O)(OC)OC.COP(=O)(OC)OC.COP(=O)(OC)OC.COP(=O)(OC)OC.COP(=O)(OC)OC.C1CCOC1.C1CCOC1.C1CCOC1.C1CCOC1.C1CCOC1.C1CCOC1
ΔE to the lowest compared entry with this formula, charge and spin ... 97.2 kcal per mole
E_HOMO ... -9.23 eV
Orbital gap ... 9.498 eV

Each line ends with the Löwdin charge.
CARTESIAN COORDINATES (ANGSTROEM)
C1 5.2166 24.6601 15.1026  -0.181
C2 6.6139 25.3545 15.0052  -0.125
C3 6.2062 26.8658 14.8504  -0.167
O1 4.8934 26.8208 14.2708  -0.147
C4 4.2353 25.7741 14.9637  -0.231
H1 5.1363 24.0796 16.0258  0.070
H2 5.1470 23.9289 14.2967  0.083
H3 7.1429 24.9996 14.0874  0.108
H4 7.2829 25.2669 15.8881  0.110
H5 6.8442 27.4255 14.2048  0.111
H6 6.0761 27.2408 15.8741  0.122
H7 3.3489 25.5315 14.3573  0.122
H8 3.8637 26.1321 15.9409  0.123
C5 3.4385 22.7346 19.0348  -0.115
C6 4.3126 22.4408 20.3168  -0.111
C7 5.5340 23.4213 20.1790  -0.185
O2 5.4497 24.0164 18.9067  -0.151
C8 4.0601 24.0659 18.5650  -0.188
H9 2.3687 22.8731 19.2220  0.072
H10 3.5882 21.9765 18.2561  0.076
H11 4.6490 21.4199 20.3574  0.066
H12 3.8061 22.6357 21.2454  0.087
H13 6.4660 22.8850 20.2929  0.094
H14 5.4673 24.2119 20.9758  0.130
H15 3.9781 24.2757 17.4947  0.078
H16 3.5308 24.8544 19.1050  0.114
C9 1.1721 24.7860 16.4543  -0.124
C10 1.8582 23.5231 15.8380  -0.132
C11 1.1087 23.3677 14.4571  -0.162
O3 -0.0446 24.1983 14.5834  -0.142
C12 -0.2903 24.5907 15.9258  -0.188
H17 1.5292 25.7181 15.9980  0.105
H18 1.2109 24.8650 17.5372  0.077
H19 1.6350 22.5735 16.3315  0.088
H20 2.9424 23.6532 15.7009  0.062
H21 0.8301 22.3168 14.2986  0.090
H22 1.6114 23.6452 13.5438  0.105
H23 -0.7839 23.8004 16.5451  0.119
H24 -0.9700 25.4526 15.9117  0.121
C13 -0.8230 17.2145 17.2199  -0.149
C14 -1.3414 16.9810 15.7974  -0.177
C15 -1.8335 15.5737 15.8877  -0.213
O4 -0.7491 14.9055 16.5575  -0.155
C16 -0.2993 15.8305 17.5769  -0.190
H25 -1.5704 17.5853 17.9439  0.128
H26 0.0237 17.8812 17.1952  0.082
H27 -0.5759 17.0537 15.0518  0.088
H28 -2.1339 17.7101 15.5441  0.123
H29 -2.1004 15.0309 14.9634  0.126
H30 -2.7454 15.5284 16.5075  0.123
H31 0.7973 15.8617 17.5063  0.102
H32 -0.5815 15.4794 18.5762  0.122
C17 5.4160 22.6427 11.6251  -0.174
C18 5.9675 23.9295 10.9622  -0.127
C19 5.0007 25.0329 11.5012  -0.177
O5 3.8229 24.3616 11.9604  -0.144
C20 3.9465 22.9155 11.6398  -0.175
H33 5.7415 22.4426 12.6696  0.102
H34 5.6277 21.7451 11.0523  0.111
H35 5.8178 23.7890 9.8767  0.114
H36 7.0043 24.0514 11.1616  0.091
H37 4.8094 25.7427 10.6769  0.122
H38 5.3903 25.5905 12.3254  0.080
H39 3.4461 22.7042 10.7066  0.106
H40 3.4058 22.3335 12.3988  0.088
C21 3.0697 18.0946 21.8529  -0.151
C22 3.2041 16.6864 21.2748  -0.166
C23 2.1523 16.6221 20.1621  -0.212
O6 1.1790 17.5822 20.5640  -0.156
C24 1.5603 18.2806 21.7898  -0.154
H41 3.5293 18.7949 21.1419  0.103
H42 3.4771 18.2081 22.8463  0.102
H43 2.9234 15.9371 22.0056  0.110
H44 4.2022 16.3429 20.9726  0.096
H45 1.7343 15.6127 20.1096  0.103
H46 2.5324 16.9181 19.1836  0.104
H47 1.0367 17.7818 22.6300  0.126
H48 1.2619 19.3150 21.6882  0.097
C25 6.5226 16.1352 17.5425  -0.074
O7 5.3710 15.7081 18.2984  -0.209
P1 4.6153 14.4180 17.8357  0.287
O8 5.4432 13.2679 17.4098  -0.235
O9 3.7742 14.2122 19.1431  -0.220
C26 2.9837 12.9639 19.2697  -0.030
O10 3.6736 15.0355 16.7508  -0.220
C27 2.9168 14.0716 15.8710  -0.023
H49 6.3367 16.2078 16.4421  0.093
H50 7.3370 15.3776 17.6038  0.103
H51 6.9324 17.0371 17.9316  0.037
H52 3.5126 12.1081 18.9054  0.079
H53 2.0547 13.1288 18.7291  0.085
H54 2.7695 12.8234 20.3020  0.078
H55 3.3320 13.0538 15.8734  0.090
H56 3.0539 14.4714 14.8846  0.068
H57 1.8686 14.0455 16.1551  0.072
C28 9.5134 20.5663 20.4543  -0.092
O11 8.2370 20.9507 20.9603  -0.221
P2 7.7637 20.2059 22.2816  0.350
O12 8.6810 20.1771 23.4309  -0.235
O13 6.3406 20.8795 22.4368  -0.230
C29 5.5988 20.8200 23.7329  -0.015
O14 7.5572 18.6710 21.9033  -0.203
C30 7.0408 18.2573 20.6299  -0.098
H58 10.2619 20.9830 21.1319  0.090
H59 9.5885 21.0700 19.4973  0.073
H60 9.7641 19.5120 20.4383  0.095
H61 4.8558 20.0376 23.6654  0.066
H62 5.0744 21.7787 23.8682  0.094
H63 6.3066 20.6641 24.5307  0.076
H64 7.8777 17.8302 20.0442  0.090
H65 6.5409 19.0005 20.0060  0.049
H66 6.3010 17.4715 20.8176  0.081
C31 6.9769 22.1811 17.0712  -0.041
O15 7.4460 21.1412 16.2149  -0.210
P3 8.2289 19.8594 16.7075  0.392
O16 7.6338 19.2314 17.8997  -0.224
O17 8.3103 19.0642 15.3559  -0.197
C32 7.1309 18.6917 14.6473  -0.076
O18 9.7609 20.2071 17.0603  -0.224
C33 10.6371 20.7477 16.0727  -0.089
H67 7.6665 22.2799 17.8674  0.084
H68 6.0281 21.8692 17.4858  0.073
H69 6.8062 23.0424 16.4096  0.076
H70 6.7082 19.5936 14.1862  0.080
H71 6.3512 18.1481 15.1769  0.067
H72 7.4626 18.0306 13.8116  0.108
H73 10.8857 20.0207 15.3154  0.082
H74 11.4715 21.1189 16.6870  0.100
H75 10.1725 21.6119 15.5633  0.094
C34 4.5631 19.3635 18.4743  -0.066
O19 3.2120 19.6310 18.0332  -0.183
P4 2.9287 19.7235 16.5004  0.353
O20 1.4919 19.8911 16.1813  -0.224
O21 3.5873 18.4673 15.8215  -0.201
C35 3.0676 17.7597 14.6693  -0.051
O22 3.8708 20.9009 16.0498  -0.194
C36 3.7489 21.2312 14.6707  -0.103
H76 5.0679 20.1872 18.9062  0.053
H77 5.1904 19.0667 17.6668  0.061
H78 4.5010 18.5830 19.2109  0.074
H79 3.5704 16.8135 14.6374  0.065
H80 3.1701 18.3213 13.7183  0.078
H81 2.0312 17.4866 14.7999  0.070
H82 4.6221 20.8255 14.1616  0.087
H83 3.7830 22.3088 14.5380  0.052
H84 2.8199 20.9215 14.1387  0.088
C37 -0.3150 19.7729 13.6144  -0.057
O23 0.0995 20.5686 12.4511  -0.211
P5 1.0890 19.9305 11.3926  0.333
O24 2.4080 19.5411 11.8756  -0.233
O25 1.1001 21.0885 10.3311  -0.208
C38 1.5667 20.8302 8.9853  -0.062
O26 0.3225 18.7305 10.6572  -0.222
C39 0.7086 17.3878 11.0889  -0.075
H85 -0.7650 20.4432 14.3283  0.092
H86 0.5037 19.1529 13.8947  0.041
H87 -1.1287 19.1439 13.2484  0.088
H88 2.6671 20.8037 8.9152  0.095
H89 1.2340 21.6996 8.4518  0.086
H90 1.1099 19.9325 8.6233  0.075
H91 0.7071 17.2993 12.1841  0.071
H92 1.7162 17.1664 10.6942  0.095
H93 -0.0174 16.6572 10.6953  0.094
C40 -2.6318 22.3707 21.5003  -0.048
O27 -1.2066 22.2606 21.8455  -0.200
P6 -0.0932 22.1986 20.7566  0.288
O28 1.2468 22.0517 21.3455  -0.216
O29 -0.6156 21.0929 19.7836  -0.203
C41 0.1441 20.7920 18.5581  -0.048
O30 -0.2281 23.4607 19.8214  -0.228
C42 0.3459 24.6996 20.2228  -0.096
H94 -3.0582 21.4249 21.1656  0.087
H95 -2.7785 23.1117 20.7020  0.091
H96 -3.0760 22.6528 22.4365  0.081
H97 0.6375 21.7123 18.3075  0.050
H98 -0.5443 20.4483 17.7673  0.092
H99 0.8638 19.9954 18.7325  0.067
H100 0.1155 25.4310 19.4422  0.084
H101 1.4243 24.6836 20.3927  0.078
H102 -0.1530 25.0502 21.1469  0.100

---

12 unconnected molecules or ions with the total composition C42H102O30S3. Source: the OMol25 dataset; level of theory: the ωB97M-V functional and the def2-TZVPD basis.

SMILES ... O=S1(=O)OCCO1.O=S1(=O)OCCO1.O=S1(=O)OCCO1.COCCOC.COCCOC.COCCOC.COCCOC.COCCOC.COCCOC.COCCOC.COCCOC.COCCOC
E_HOMO ... -8.99 eV
Orbital gap ... 9.046 eV

Each line ends with the Löwdin charge.
CARTESIAN COORDINATES (ANGSTROEM)
C1 14.3159 17.2114 17.9944  -0.063
O1 13.9435 16.4391 19.1697  -0.156
C2 15.0472 15.6298 19.5860  -0.218
C3 14.5006 14.4462 20.3062  -0.226
O2 15.4509 13.4649 20.6870  -0.167
C4 14.9685 12.4583 21.5423  -0.116
H1 15.2008 17.7948 18.2490  0.059
H2 13.6726 17.9782 17.5625  0.085
H3 14.6305 16.4183 17.3161  0.076
H4 15.6254 16.1563 20.3453  0.132
H5 15.7626 15.2388 18.8626  0.104
H6 13.6059 14.1802 19.7433  0.126
H7 14.0288 14.8094 21.2192  0.124
H8 14.2318 11.7689 21.1298  0.090
H9 14.6011 12.8403 22.4948  0.085
H10 15.8229 11.8606 21.8599  0.084
C5 17.0111 20.4922 17.6442  -0.068
O3 15.9764 21.3691 17.1089  -0.189
C6 14.7629 21.3685 17.8920  -0.153
C7 13.9541 22.6648 17.4455  -0.154
O4 13.4701 22.6766 16.0812  -0.198
C8 12.8877 23.8595 15.6649  -0.137
H11 17.2537 20.9011 18.6250  0.090
H12 17.8788 20.4019 16.9907  0.068
H13 16.7797 19.4342 17.7678  0.048
H14 14.9839 21.3888 18.9591  0.119
H15 14.1887 20.4526 17.7527  0.102
H16 14.6287 23.4750 17.7222  0.116
H17 13.1074 22.9530 18.0683  0.113
H18 12.1380 24.0888 16.4222  0.081
H19 12.2893 23.7503 14.7604  0.085
H20 13.5796 24.6975 15.5803  0.090
C9 17.6092 12.4353 11.6764  -0.087
O5 16.8751 13.6806 11.6815  -0.192
C10 15.9434 13.7825 12.7617  -0.154
C11 15.7954 15.2546 13.3283  -0.212
O6 15.4093 16.3250 12.5519  -0.202
C12 14.1162 16.1544 11.9670  -0.082
H21 18.3397 12.2560 12.4652  0.070
H22 18.0859 12.5425 10.7021  0.087
H23 16.9563 11.5721 11.5469  0.086
H24 16.2311 13.1668 13.6139  0.110
H25 14.9597 13.5033 12.3843  0.117
H26 16.7438 15.5590 13.7710  0.096
H27 15.0918 15.2707 14.1607  0.122
H28 13.3243 15.9750 12.6942  0.102
H29 14.0086 15.3900 11.1974  0.088
H30 13.8706 16.9874 11.3083  0.068
C13 19.6997 13.1811 15.6374  -0.102
O7 19.2180 11.9308 15.1906  -0.206
C14 19.5832 10.8564 16.0952  -0.180
C15 19.3895 9.4352 15.5238  -0.243
O8 20.3975 9.0708 14.6661  -0.175
C16 20.3880 9.7760 13.3761  -0.053
H31 20.7213 13.3286 15.2872  0.091
H32 19.6357 13.2120 16.7251  0.083
H33 19.1395 14.0749 15.3625  0.071
H34 19.0144 10.8185 17.0243  0.103
H35 20.6245 10.9575 16.4013  0.131
H36 18.4143 9.3181 15.0514  0.119
H37 19.4379 8.6787 16.3071  0.134
H38 20.7582 10.7930 13.5060  0.080
H39 19.4347 9.8034 12.8483  0.082
H40 21.0382 9.1864 12.7297  0.087
C17 14.5264 22.8376 9.2680  -0.112
O9 13.6218 22.0325 8.5188  -0.170
C18 13.0833 20.9437 9.2762  -0.167
C19 13.8607 19.6090 9.0818  -0.220
O10 15.1702 19.6598 9.4491  -0.143
C20 15.3704 19.5585 10.8226  -0.090
H41 14.1498 23.2413 10.2078  0.083
H42 14.6803 23.7506 8.6928  0.081
H43 15.4725 22.3633 9.5291  0.076
H44 12.0384 20.8446 8.9822  0.124
H45 13.1331 21.2980 10.3058  0.084
H46 13.7979 19.2742 8.0464  0.128
H47 13.3835 18.7588 9.5690  0.113
H48 15.5856 18.5456 11.1629  0.071
H49 14.5838 19.9194 11.4853  0.071
H50 16.2686 20.1424 11.0234  0.081
C21 21.0199 21.8089 15.7412  -0.126
O11 21.6735 20.5546 15.6509  -0.200
C22 22.2715 20.4126 14.2722  -0.114
C23 23.1043 19.0752 14.0309  -0.143
O12 22.2382 17.9144 14.0800  -0.230
C24 22.8459 16.6845 14.1447  -0.117
H51 20.5803 22.1501 14.8039  0.073
H52 21.7251 22.5902 16.0247  0.083
H53 20.3434 21.8107 16.5958  0.084
H54 22.8717 21.2909 14.0348  0.119
H55 21.4235 20.4612 13.5890  0.077
H56 23.8842 19.0374 14.7916  0.117
H57 23.6627 19.1694 13.0996  0.112
H58 22.3854 16.2169 15.0149  0.091
H59 23.9229 16.7131 14.3104  0.092
H60 22.6042 16.2505 13.1745  0.084
C25 13.6453 19.2706 14.0443  -0.107
O13 12.6447 18.9165 13.1155  -0.191
C26 11.7856 19.9804 12.7276  -0.168
C27 10.8286 20.5867 13.8004  -0.196
O14 9.7035 19.7923 14.0789  -0.139
C28 8.8300 20.5680 14.7959  -0.161
H61 14.2343 18.3633 14.1787  0.075
H62 13.1975 19.4454 15.0226  0.082
H63 14.3977 20.0248 13.8140  0.089
H64 11.2681 19.5938 11.8496  0.130
H65 12.4812 20.7167 12.3250  0.096
H66 10.5631 21.5387 13.3408  0.123
H67 11.4384 20.7171 14.6944  0.113
H68 9.1982 20.9326 15.7548  0.089
H69 7.9859 19.9359 15.0717  0.091
H70 8.4020 21.4145 14.2590  0.089
C29 18.9275 20.6888 11.8603  -0.088
O15 18.6787 21.9257 11.2001  -0.165
C30 17.9620 22.7898 12.0694  -0.210
C31 18.0000 24.1009 11.2907  -0.179
O16 17.1731 24.1549 10.0805  -0.205
C32 17.6796 25.1213 9.1457  -0.092
H71 18.1951 20.4034 12.6153  0.078
H72 19.8716 20.8630 12.3765  0.063
H73 19.2009 19.9215 11.1359  0.082
H74 18.4302 22.9298 13.0437  0.116
H75 16.9330 22.5344 12.3227  0.124
H76 19.0484 24.2891 11.0593  0.119
H77 17.7189 24.9131 11.9610  0.119
H78 16.8011 25.3328 8.5361  0.083
H79 18.4768 24.6345 8.5839  0.089
H80 18.0752 26.0362 9.5868  0.082
C33 22.9528 17.3307 8.2120  -0.095
O17 22.0681 16.9398 9.2569  -0.195
C34 21.8417 17.9201 10.2625  -0.174
C35 20.7412 17.3316 11.1896  -0.182
O18 19.3925 17.6135 10.7462  -0.197
C36 18.4435 16.6520 11.2598  -0.075
H81 22.9136 16.5078 7.4983  0.088
H82 23.9578 17.4669 8.6113  0.084
H83 22.5446 18.2202 7.7321  0.086
H84 21.3872 18.7950 9.7977  0.126
H85 22.6840 18.1642 10.9098  0.111
H86 20.8736 17.8300 12.1499  0.087
H87 20.8394 16.2688 11.4106  0.120
H88 18.5367 16.4444 12.3258  0.068
H89 18.6101 15.6407 10.8890  0.084
H90 17.4382 17.0325 11.0787  0.079
C37 20.1579 17.4783 20.0500  -0.246
C38 20.8269 18.3816 19.0964  -0.200
O19 20.7800 19.6900 19.5955  -0.191
S1 20.0913 19.7898 21.1002  0.789
O20 19.0221 20.8244 21.1164  -0.259
O21 21.1943 19.7842 22.0866  -0.254
O22 19.4316 18.2848 20.8918  -0.183
H91 20.8162 16.8176 20.6141  0.131
H92 19.5259 16.6886 19.6439  0.121
H93 20.4160 18.2737 18.0926  0.121
H94 21.8705 18.0689 19.0619  0.135
C39 16.5351 12.1877 17.5454  -0.157
C40 16.4030 11.0362 16.5491  -0.249
O23 15.0781 10.7702 16.5957  -0.172
S2 14.1285 12.1504 16.7310  0.730
O24 13.0946 12.0417 17.7268  -0.221
O25 13.7822 12.6632 15.3962  -0.250
O26 15.3901 12.9753 17.2965  -0.212
H95 17.4395 12.7885 17.4495  0.115
H96 16.4699 11.7734 18.5515  0.131
H97 16.9910 10.1257 16.6650  0.123
H98 16.7737 11.3704 15.5801  0.117
C41 17.2225 18.4536 14.7044  -0.175
C42 18.7457 18.2236 15.0230  -0.193
O27 18.7570 16.9501 15.5051  -0.190
S3 17.5317 16.7200 16.5778  0.720
O28 17.8168 17.2027 17.9143  -0.241
O29 16.9115 15.4020 16.5834  -0.240
O30 16.5792 17.8730 15.8072  -0.206
H99 16.9282 18.0618 13.7308  0.111
H100 17.0214 19.5245 14.7317  0.125
H101 19.0107 18.9724 15.7695  0.113
H102 19.3837 18.2408 14.1394  0.129